(1)
A gas-phase ion, C5H5O2S (charge -1). Source: OMol25; level of theory: wB97M-V/def2-TZVPD.

Positions of all 13 atoms, in Å:
C (0.999, 1.192, 0.199)
C (1.624, -0.062, 0.160)
C (-0.324, 1.230, -0.169)
C (0.281, -1.206, -0.231)
C (-0.828, -0.202, -0.572)
O (2.764, -0.484, 0.445)
O (-1.052, 2.188, -0.302)
S (-2.321, -0.670, 0.454)
H (1.658, 1.913, 0.572)
H (0.528, -1.916, -1.053)
H (-0.132, -1.791, 0.590)
H (-1.124, -0.250, -1.546)
H (-2.072, 0.058, 1.453)

Forces on the atoms, in the same order (eV/Å):
1.83 -2.00 0.23
-1.18 -3.41 0.48
-0.35 -1.12 -1.04
1.50 1.63 -0.50
1.01 -0.53 3.68
-1.64 0.93 -0.68
-1.35 1.49 0.07
-0.69 -1.06 -2.50
0.24 1.75 0.26
0.04 0.63 0.41
0.96 -0.03 0.32
-0.94 0.19 -2.68
0.58 1.54 1.94

Properties
ΔE to the lowest compared entry with this formula, charge and spin in kJ/mol: 28.92
Total charge: -1
SMILES: O=C1C=C([O-])[C@H](S)C1

Atomic partial charges in e from the Mulliken method, atoms 1 to 6: -0.736, 0.325, 0.208, -0.684, 0.148, -0.709

=====

(2)
4 unconnected molecules or ions with the total composition C16H28ClF7NO11P. Source: OMol25; level of theory: wB97M-V/def2-TZVPD.

Positions of all 65 atoms, in Å:
C (3.124, -3.711, -3.413)
P (2.338, -3.547, -5.061)
Cl (3.915, -5.018, -5.807)
C (1.012, -4.783, -5.457)
N (0.273, -4.488, -6.680)
C (2.895, -2.415, -6.420)
C (3.359, -3.034, -7.731)
O (2.612, -3.594, -8.509)
O (4.656, -2.849, -8.058)
C (1.066, -2.240, -4.418)
F (0.192, -1.918, -5.394)
F (0.314, -2.792, -3.425)
C (1.625, -0.897, -3.840)
F (1.071, 0.134, -4.500)
F (2.957, -0.788, -3.994)
C (1.306, -0.631, -2.343)
F (1.964, 0.503, -2.006)
F (1.766, -1.603, -1.548)
F (0.007, -0.420, -2.144)
H (3.690, -4.622, -3.410)
H (2.395, -3.771, -2.615)
H (3.832, -2.917, -3.226)
H (1.518, -5.721, -5.587)
H (0.333, -4.911, -4.617)
H (0.305, -5.257, -7.322)
H (0.534, -3.635, -7.133)
H (2.146, -1.675, -6.684)
H (3.728, -1.869, -5.991)
H (5.079, -2.232, -7.458)
C (0.747, -0.873, 1.214)
O (0.465, 0.225, 2.085)
C (-0.663, 0.095, 2.780)
O (-1.420, -0.836, 2.728)
O (-0.803, 1.176, 3.542)
C (-1.977, 1.175, 4.360)
H (1.681, -0.641, 0.718)
H (0.861, -1.794, 1.783)
H (-0.041, -0.985, 0.474)
H (-1.962, 0.339, 5.057)
H (-2.873, 1.136, 3.747)
H (-1.973, 2.104, 4.922)
C (0.795, 3.956, 9.695)
O (0.553, 3.951, 8.288)
C (1.184, 2.980, 7.630)
O (1.904, 2.152, 8.118)
O (0.875, 3.087, 6.341)
C (1.486, 2.099, 5.505)
H (0.227, 4.787, 10.102)
H (0.452, 3.027, 10.148)
H (1.853, 4.104, 9.903)
H (1.166, 1.101, 5.797)
H (2.571, 2.175, 5.550)
H (1.155, 2.295, 4.493)
C (-6.494, 5.741, 1.910)
O (-6.038, 4.716, 1.026)
C (-5.523, 3.655, 1.642)
O (-5.421, 3.510, 2.830)
O (-5.138, 2.783, 0.714)
C (-4.565, 1.589, 1.247)
H (-6.885, 6.536, 1.283)
H (-7.287, 5.367, 2.556)
H (-5.672, 6.125, 2.511)
H (-5.287, 1.057, 1.863)
H (-3.673, 1.820, 1.825)
H (-4.291, 0.965, 0.403)

Forces on the atoms, in the same order (eV/Å):
0.00 -0.26 -0.12
-0.14 -0.65 -0.10
0.49 -0.22 -0.25
-0.20 0.03 -0.50
-0.45 0.15 0.66
0.45 0.03 -0.09
-0.80 -0.89 -1.23
0.89 0.78 1.14
-0.46 0.05 -0.20
0.12 0.25 0.24
-0.14 0.07 -0.38
-0.12 -0.27 0.28
-0.84 0.29 0.13
0.01 0.17 -0.17
0.40 -0.22 -0.01
0.55 0.81 0.12
-0.33 -0.43 0.00
-0.26 0.06 -0.17
0.36 -0.35 0.00
0.14 -0.37 -0.05
-0.32 0.31 0.02
0.03 0.39 -0.02
0.37 -0.31 0.18
0.00 0.42 0.33
0.29 -0.02 -0.30
0.06 0.05 -0.32
-0.33 0.02 0.15
0.09 0.13 0.30
0.19 -0.06 0.24
0.09 -0.09 -0.02
0.12 0.01 -0.04
0.06 0.13 0.01
-0.14 -0.15 -0.03
-0.08 0.07 0.01
-0.18 0.13 0.26
0.07 0.16 0.07
-0.10 -0.02 0.00
-0.09 -0.06 0.05
-0.01 -0.09 -0.10
-0.02 -0.11 0.00
0.16 0.06 -0.09
-0.04 0.10 0.20
-0.06 0.08 0.04
-0.10 0.10 -0.07
0.13 -0.14 0.09
-0.05 0.01 -0.12
0.15 -0.07 -0.20
-0.04 0.03 -0.11
0.08 -0.05 -0.02
0.02 -0.09 -0.01
0.07 -0.01 0.08
0.00 -0.05 0.14
-0.11 0.12 0.03
-0.10 0.21 0.03
-0.04 0.07 -0.06
0.00 0.04 -0.15
0.02 -0.02 0.21
0.01 -0.07 -0.08
0.11 -0.28 -0.06
0.03 -0.06 -0.10
0.06 -0.04 0.06
0.00 -0.07 0.07
0.02 0.07 0.10
-0.03 0.03 0.06
-0.05 0.11 -0.11

Properties
SMILES: CP(Cl)(CN)(CC(=O)O)C(F)(F)C(F)(F)C(F)(F)F.COC(=O)OC.COC(=O)OC.COC(=O)OC

Atomic partial charges in e from the Mulliken method, atoms 1 to 6: -1.479, 1.051, -0.400, -0.964, -0.513, -1.110

=====

(3)
2 unconnected molecules or ions with the total composition C11H21IN. Source: OMol25; level of theory: wB97M-V/def2-TZVPD.

Positions of all 34 atoms, in Å:
C (-3.387, 0.642, -1.355)
C (-2.393, 0.023, -1.726)
C (0.111, -3.705, 1.752)
C (2.485, 1.565, -0.719)
C (-0.515, 2.777, 0.855)
C (-0.450, -2.304, 1.458)
C (0.584, -1.440, 0.752)
C (1.417, 0.717, -1.276)
C (-0.486, 2.030, -0.503)
C (0.018, 0.025, 0.673)
C (-1.256, -0.722, -1.966)
N (0.188, 0.742, -0.555)
I (-0.297, -0.829, -3.756)
H (-3.937, 1.516, -1.204)
H (0.967, -3.519, 2.401)
H (0.352, -4.169, 0.856)
H (-0.694, -4.441, 2.138)
H (2.469, 2.576, -0.454)
H (2.814, 1.072, 0.183)
H (3.458, 1.585, -1.260)
H (-1.430, 3.429, 0.975)
H (-0.410, 2.014, 1.621)
H (0.252, 3.640, 0.963)
H (-1.351, -2.365, 0.964)
H (-0.719, -1.729, 2.331)
H (1.530, -1.487, 1.336)
H (0.650, -2.007, -0.179)
H (1.776, -0.347, -1.303)
H (1.271, 1.097, -2.271)
H (-0.019, 2.681, -1.196)
H (-1.467, 1.875, -0.767)
H (-1.088, 0.042, 1.013)
H (0.532, 0.583, 1.525)
H (-0.977, -1.564, -1.307)

Forces on the atoms, in the same order (eV/Å):
2.88 -0.80 -0.96
-1.59 0.13 0.54
-2.28 0.57 1.83
3.56 -1.16 1.23
0.40 2.10 0.04
1.68 -0.08 1.89
-0.93 0.07 -0.03
0.64 -0.89 -0.60
1.85 1.16 1.30
0.42 -1.18 2.29
1.07 -0.08 0.90
-1.87 -0.09 -0.37
-0.26 0.12 -0.03
-1.26 0.47 0.29
-0.06 -0.91 0.08
1.13 -0.71 -1.81
1.39 1.45 0.15
-1.53 1.77 0.17
0.15 -0.07 0.80
-0.86 -0.62 -0.51
0.46 -1.38 -0.16
-0.31 0.99 0.50
-0.52 -1.98 -0.24
-2.00 -0.10 -1.77
-0.07 -0.33 0.98
-0.48 0.10 -0.74
0.87 0.74 -0.54
-0.29 1.03 -0.22
-0.68 -0.29 -0.79
0.28 0.44 -1.05
-2.47 -0.37 -0.82
1.53 -0.06 -0.98
-0.38 -0.73 -1.06
-0.47 0.68 -0.31

Properties
ΔE to the lowest compared entry with this formula, charge and spin in kJ/mol: 171.15
Total charge: +1

Atomic partial charges in e from the Mulliken method, atoms 1 to 6: 0.116, -0.240, -1.291, -1.448, -1.013, -0.864

=====

(4)
C3H6O2 in the gas phase. Source: OMol25; level of theory: wB97M-V/def2-TZVPD.

Positions of all 11 atoms, in Å:
O (-0.143, 1.241, 1.337)
C (-0.134, -0.126, 1.020)
C (-0.655, -0.465, -0.387)
O (0.421, -1.005, -1.173)
C (1.378, -0.230, -1.578)
H (0.498, 1.638, 0.747)
H (-0.818, -0.539, 1.741)
H (-1.376, -1.278, -0.340)
H (-1.068, 0.429, -0.876)
H (0.867, -0.561, 1.167)
H (0.968, 0.816, -1.475)

Forces on the atoms, in the same order (eV/Å):
0.23 0.34 -0.38
-0.37 -0.31 0.17
-0.12 -0.03 0.29
0.77 0.06 -0.03
-0.39 -0.10 -0.58
0.18 0.56 0.00
-0.13 -0.50 0.32
-0.20 0.17 -0.05
0.07 -0.27 0.09
-0.29 -0.05 -0.08
0.25 0.13 0.24

Properties
ΔE to the lowest compared entry with this formula, charge and spin in kJ/mol: 421.56

Atomic partial charges in e from the Mulliken method, atoms 1 to 6: -0.504, -0.359, -0.470, -0.193, -0.213, 0.320

=====

(5)
5 unconnected molecules or ions with the total composition C7H25NO5. Source: OMol25; level of theory: wB97M-V/def2-TZVPD.

Positions of all 38 atoms, in Å:
C (2.339, -3.838, 0.900)
C (2.955, -2.423, 0.943)
C (4.450, -2.423, 0.875)
O (2.479, -1.748, -0.166)
H (1.346, -3.912, 0.457)
H (2.315, -4.278, 1.897)
H (2.915, -4.454, 0.209)
H (2.759, -1.835, 1.839)
H (4.817, -3.046, 0.059)
H (4.871, -2.867, 1.777)
H (4.903, -1.439, 0.754)
H (2.702, -2.171, -0.998)
O (2.802, 5.312, -4.842)
H (1.989, 5.809, -4.758)
H (2.905, 5.178, -5.784)
O (8.045, 4.718, -4.039)
H (7.204, 4.276, -3.923)
H (8.583, 4.404, -3.312)
O (4.223, 2.773, -1.280)
H (3.545, 2.224, -0.886)
H (3.779, 3.225, -1.998)
C (-5.335, 1.688, 1.387)
C (-4.480, 0.483, 1.253)
C (-5.120, -0.713, 0.551)
O (-5.977, -1.520, 1.348)
C (-5.354, -2.524, 2.225)
N (-3.373, 1.019, 0.417)
H (-4.926, 2.392, 2.111)
H (-6.317, 1.472, 1.810)
H (-5.419, 2.130, 0.394)
H (-4.196, 0.048, 2.211)
H (-4.386, -1.411, 0.149)
H (-5.650, -0.296, -0.305)
H (-5.957, -2.666, 3.122)
H (-4.341, -2.373, 2.600)
H (-5.418, -3.548, 1.858)
H (-2.580, 0.394, 0.426)
H (-3.097, 1.943, 0.718)

Forces on the atoms, in the same order (eV/Å):
0.36 0.00 0.52
0.31 -1.01 -0.46
1.28 -0.88 0.32
-1.22 1.99 -0.98
-0.23 0.70 0.38
0.09 -0.31 -0.12
0.46 -0.16 0.25
-0.94 -0.08 -0.08
-0.06 -0.05 -0.25
0.09 -0.01 0.17
-0.37 0.13 0.06
0.23 -0.30 0.18
0.13 -0.12 0.20
-0.20 0.14 0.07
0.08 -0.05 -0.24
0.09 0.15 -0.20
-0.25 -0.09 0.03
0.15 -0.06 0.18
0.25 0.02 0.07
-0.15 -0.19 0.13
-0.10 0.18 -0.23
-1.47 0.21 0.90
1.05 -0.32 -0.39
0.31 -0.41 -0.48
0.32 -0.56 1.33
-0.96 0.10 -0.03
-0.10 -1.32 0.16
0.36 0.19 -0.25
-0.22 -0.17 -0.29
-0.24 0.21 0.15
0.46 0.49 0.47
0.61 0.35 -0.18
-0.54 -0.40 -0.01
-0.30 0.84 0.10
0.15 0.63 -0.52
0.25 0.13 -1.06
0.26 0.12 -0.04
0.10 -0.10 0.14

Properties
ΔE to the lowest compared entry with this formula, charge and spin in kJ/mol: 226.24
SMILES: COC[C@H](C)N.CC(C)O.O.O.O

Atomic partial charges in e from the Mulliken method, atoms 1 to 6: -1.230, 0.461, -1.290, -0.566, 0.345, 0.338

=====

(6)
A molecular structure, C25H37N4O2S5Y. Source: OMol25; level of theory: wB97M-V/def2-TZVPD.

Positions of all 74 atoms, in Å:
Y (-0.055, -0.223, -0.250)
C (1.744, 3.372, 0.683)
C (1.245, 2.895, 2.038)
S (-0.207, 1.799, 2.046)
C (-1.642, 2.900, 1.836)
C (-1.923, 3.497, 0.447)
S (-1.027, 2.572, -0.827)
C (-1.913, 2.837, -2.381)
C (-0.936, 2.490, -3.503)
S (0.136, 1.043, -3.156)
C (1.779, 1.838, -3.164)
C (2.075, 2.798, -2.023)
S (2.146, 1.974, -0.404)
H (2.645, 3.968, 0.828)
H (1.001, 3.990, 0.180)
H (1.015, 3.749, 2.675)
H (2.016, 2.316, 2.550)
H (-1.550, 3.692, 2.578)
H (-2.472, 2.267, 2.147)
H (-1.594, 4.533, 0.394)
H (-2.993, 3.468, 0.244)
H (-2.215, 3.881, -2.457)
H (-2.807, 2.217, -2.430)
H (-0.264, 3.325, -3.692)
H (-1.479, 2.281, -4.423)
H (1.856, 2.369, -4.113)
H (2.493, 1.019, -3.191)
H (1.314, 3.576, -1.962)
H (3.040, 3.273, -2.205)
N (0.710, -4.609, 0.130)
C (0.058, -3.429, 0.299)
S (-0.574, -2.668, -1.163)
N (-0.025, -2.933, 1.497)
N (-0.731, -1.740, 1.462)
C (-1.758, -1.637, 2.221)
C (-2.128, -2.621, 3.260)
C (-3.353, -3.282, 3.199)
C (-3.683, -4.218, 4.166)
C (-2.804, -4.480, 5.208)
C (-1.586, -3.815, 5.275)
C (-1.242, -2.897, 4.298)
C (-2.699, -0.560, 1.842)
C (-3.792, -0.237, 2.631)
C (-4.791, 0.572, 2.107)
C (-4.668, 1.009, 0.800)
C (-3.510, 0.694, 0.107)
N (-2.517, -0.040, 0.608)
H (0.533, -5.112, -0.723)
H (0.846, -5.169, 0.959)
H (-4.039, -3.084, 2.384)
H (-4.627, -4.743, 4.107)
H (-3.067, -5.203, 5.967)
H (-0.902, -4.019, 6.088)
H (-0.285, -2.392, 4.335)
H (-3.870, -0.653, 3.625)
H (-5.661, 0.824, 2.699)
H (-5.447, 1.582, 0.317)
H (-3.383, 1.038, -0.909)
C (2.089, -0.733, 2.435)
O (1.872, -0.887, 1.024)
C (2.876, -1.728, 0.408)
C (3.279, -1.094, -0.891)
O (2.095, -0.851, -1.671)
C (2.058, -1.690, -2.845)
H (2.284, -1.706, 2.886)
H (1.180, -0.329, 2.874)
H (2.933, -0.063, 2.606)
H (2.448, -2.719, 0.248)
H (3.733, -1.813, 1.076)
H (3.957, -1.754, -1.433)
H (3.778, -0.141, -0.723)
H (2.900, -1.438, -3.493)
H (1.122, -1.510, -3.363)
H (2.103, -2.740, -2.562)

Forces on the atoms, in the same order (eV/Å):
0.27 0.33 0.00
0.02 -0.04 -0.04
-0.03 -0.06 -0.01
-0.03 0.06 0.00
0.06 -0.05 -0.03
0.01 -0.02 -0.07
-0.05 -0.03 0.01
0.03 -0.01 0.06
0.02 -0.06 0.02
0.01 0.04 -0.04
-0.07 -0.04 0.00
0.01 -0.01 0.04
-0.05 0.01 -0.03
-0.01 0.01 0.01
-0.01 0.00 0.00
0.01 0.00 0.01
0.00 0.01 0.00
0.01 0.00 0.01
-0.02 0.00 0.01
-0.02 0.01 0.00
0.00 0.01 0.02
0.00 0.00 -0.01
-0.01 0.01 -0.02
-0.01 0.01 -0.01
0.00 -0.01 0.00
0.03 0.00 0.00
-0.01 -0.01 0.00
0.01 0.01 0.01
-0.01 0.01 -0.01
-0.01 -0.03 0.04
-0.04 0.13 -0.05
-0.13 -0.18 -0.14
0.12 -0.19 0.10
-0.20 0.04 0.00
0.16 -0.17 0.04
-0.06 -0.02 0.04
0.02 0.03 -0.03
-0.01 -0.02 0.02
-0.01 0.01 -0.02
0.01 0.00 0.01
0.02 0.02 -0.01
-0.06 0.10 -0.05
0.01 -0.01 0.03
0.01 0.00 -0.02
-0.01 -0.01 0.04
0.02 0.04 -0.07
-0.09 0.00 0.04
0.02 0.01 0.00
0.00 0.00 0.00
0.00 -0.01 0.01
0.00 0.00 0.00
0.00 0.00 0.00
0.00 0.00 0.00
0.00 -0.01 0.01
-0.01 0.01 0.00
0.00 0.00 0.00
0.00 0.00 0.00
0.02 0.00 0.01
-0.12 -0.15 0.04
0.24 0.21 -0.01
-0.07 -0.01 -0.06
-0.02 0.03 0.01
-0.05 -0.08 0.04
0.03 -0.01 -0.02
-0.02 -0.02 -0.01
0.02 0.03 0.00
0.01 -0.01 0.00
0.01 -0.01 0.07
0.03 0.02 -0.01
0.01 0.00 0.00
0.01 0.00 0.00
0.00 0.01 0.01
0.00 0.00 0.00
-0.01 0.00 0.01

Properties
ΔE to the lowest compared entry with this formula, charge and spin in kJ/mol: 0.00
Total charge: +2

Atomic partial charges in e from the Mulliken method, atoms 1 to 6: -0.486, -0.961, -0.929, 0.290, -0.715, -1.073

=====

| no. | total energy (Ha) |
| --- | --- |
| 1 | -742.21537 |
| 2 | -3009.50126 |
| 3 | -783.71684 |
| 4 | -268.24466 |
| 5 | -712.58030 |
| 6 | -3373.24715 |